Entry 1:
14
Properties=species:S:1:pos:R:3 method="wB97M-V/def2-TZVPD" multiplicity=1 total_charge=0 homo_energy_ev=-9.51 smiles="[H]/N=C(/NN=C)C(N)=O"
H -1.869 1.687 1.478
N -1.802 1.123 0.526
C -0.667 0.608 0.279
N -0.658 -0.358 -0.788
N 0.452 -0.535 -1.556
C 0.240 -1.407 -2.523
C 0.510 0.358 1.246
N 1.644 -0.089 0.585
O 0.189 0.582 2.455
H -1.458 -0.227 -1.259
H -0.796 -1.879 -2.808
H 0.988 -1.393 -3.335
H 1.331 -0.567 -0.394
H 2.346 -0.605 1.301


Entry 2:
14
Properties=species:S:1:pos:R:3 method="wB97M-V/def2-TZVPD" multiplicity=1 total_charge=0 homo_energy_ev=-9.19
C -0.791 1.720 -0.455
N -1.570 0.861 0.496
N -1.733 -0.272 -0.329
C -0.826 -1.448 -0.223
N 0.465 -1.454 -0.058
C 0.635 -0.234 0.890
N 1.558 0.545 0.673
O 2.047 0.110 -0.693
H -0.258 1.221 -1.302
H -0.351 2.725 -0.291
H -2.674 -0.630 0.172
H -1.363 -2.165 -0.880
H 0.105 -0.597 1.883
H 3.017 0.570 -0.785


Entry 3:
14
Properties=species:S:1:pos:R:3 method="wB97M-V/def2-TZVPD" multiplicity=1 total_charge=0 homo_energy_ev=-9.27
H 1.313 -2.290 -0.689
N 2.450 -1.818 -0.449
C 2.107 -0.778 0.276
N 0.610 -0.704 0.651
C 0.439 0.816 0.902
N -0.544 1.607 0.794
N -1.609 1.251 0.128
C -1.911 0.342 -0.865
O -1.303 -0.655 -1.264
H 2.756 0.011 0.807
H 0.008 -0.911 -0.136
H 1.405 1.351 1.319
H -2.296 1.872 0.396
H -2.925 0.574 -1.325


Entry 4:
14
Properties=species:S:1:pos:R:3 method="wB97M-V/def2-TZVPD" multiplicity=1 total_charge=0 homo_energy_ev=-7.83 smiles="Nc1cn(N)[nH]c1=O"
N 1.748 -1.620 -0.012
C 0.818 -0.693 -0.091
C -0.469 -0.790 -0.257
N -1.099 0.442 -0.449
N -2.133 0.961 0.402
N -0.113 1.458 -0.378
C 1.134 0.836 -0.138
O 2.261 1.278 -0.116
H 1.551 -2.562 -0.188
H 2.597 -1.246 0.378
H -0.865 -1.791 -0.531
H -2.042 0.625 1.420
H -2.994 0.711 0.099
H -0.394 2.391 -0.140


Entry 5:
14
Properties=species:S:1:pos:R:3 method="wB97M-V/def2-TZVPD" multiplicity=1 total_charge=0 homo_energy_ev=-8.38 smiles="N/N=C1/CNN=CO1"
N -2.653 0.271 -0.153
N -1.699 -0.733 -0.158
C -0.514 -0.375 0.160
C 0.607 -1.281 0.379
N 1.866 -0.767 -0.221
N 1.958 0.573 -0.363
C 1.048 1.328 0.094
O -0.237 0.964 0.383
H -3.344 0.017 -0.831
H -2.331 1.213 -0.273
H 0.404 -2.278 0.068
H 0.796 -1.302 1.464
H 2.067 -1.201 -1.153
H 1.155 2.396 0.142


Entry 6:
14
Properties=species:S:1:pos:R:3 method="wB97M-V/def2-TZVPD" multiplicity=3 total_charge=0 homo_energy_ev="-4.52 / -8.91"
C -0.775 0.370 0.025
C -0.758 -0.812 2.770
C 0.631 0.527 -1.904
N -1.768 0.991 -0.333
N -0.734 -0.355 1.651
N 1.298 -0.852 -0.062
N 0.364 0.077 -0.555
O -0.756 -1.262 3.842
H 1.528 1.151 -1.913
H 0.798 -0.338 -2.548
H -0.219 1.101 -2.260
H -2.563 1.134 0.260
H 0.850 -1.375 0.695
H 2.103 -0.356 0.332


Entry 7:
14
Properties=species:S:1:pos:R:3 method="wB97M-V/def2-TZVPD" multiplicity=1 total_charge=0 homo_energy_ev=-8.20 smiles="SNC1=NN=CCN1"
S -2.625 0.338 0.140
N -1.288 -0.728 -0.467
C -0.113 -0.424 -0.068
N 0.705 -1.387 0.308
N 2.045 -1.022 0.084
C 2.589 0.185 -0.036
C 1.696 1.353 0.148
N 0.423 0.811 -0.363
H -2.140 0.377 1.445
H -1.466 -1.808 -0.596
H 3.773 0.184 0.015
H 1.644 1.770 1.051
H 2.193 2.149 -0.363
H -0.245 1.517 -1.000


Entry 8:
14
Properties=species:S:1:pos:R:3 method="wB97M-V/def2-TZVPD" multiplicity=1 total_charge=0 homo_energy_ev=-8.47
C 1.975 0.891 1.499
N 0.687 0.433 1.328
N 0.083 0.738 0.122
C -0.834 -0.026 -0.426
C -1.255 -1.238 0.005
N -1.627 -2.352 0.147
N -1.523 0.251 -1.604
S -1.168 -0.837 -2.999
H 2.609 0.096 1.115
H 2.240 1.034 2.596
H 2.275 1.887 1.092
H 0.445 -0.519 1.713
H -1.537 1.379 -1.717
H -2.371 -1.736 -2.871


The records above yield energy relative to the best compared isomer or geometry (same formula, charge and spin) values of 85.97, 201.44, 99.57, 72.59, 71.53, 38.38, 102.02, 96.03 kcal/mol, respectively.
The records above yield F_max values of 4.711, 10.062, 6.590, 4.380, 2.797, 4.490, 7.056, 7.583 eV Å⁻¹, respectively.
The records above yield electronic energy values of -11213.0486, -11208.0415, -11212.4586, -11213.6286, -11213.6748, -11208.9467, -19999.9123, -20000.1720 eV, respectively.